(1)
# C3H14NO3

A cluster of 4 separate species, C3H14NO3 in total (ωB97M-V/def2-TZVPD, the Open Molecules 2025 dataset).

```
21
Properties=species:S:1:pos:R:3:forces:R:3:nbo_charge:R:1
C 0.566845 -2.250428 1.715300 -0.2 -0.4 -0.1 -0.66
C 1.229668 -0.985180 1.281286 -0.2 0.1 0.5 -0.12
C 0.579686 0.059755 0.811895 0.0 -0.3 0.0 -0.08
N 1.307967 1.267496 0.415885 0.9 0.2 -0.7 -0.70
H 1.296319 -3.020417 1.954620 0.0 0.1 0.1 0.24
H -0.080303 -2.111265 2.582288 0.1 0.1 0.1 0.24
H -0.068304 -2.664758 0.933087 0.0 0.1 -0.1 0.24
H 2.290192 -0.912759 1.475392 0.3 0.0 -0.3 0.21
H -0.492393 0.097317 0.695320 0.0 0.2 -0.2 0.23
H 2.221762 1.045090 0.014045 -0.1 -0.4 0.0 0.44
H 0.819205 1.784328 -0.356274 -0.6 -0.3 0.4 0.49
H 1.518574 1.879322 1.193823 -0.3 0.4 0.3 0.43
H 1.055699 -1.279813 -2.673041 0.0 0.1 -0.1 0.48
H -0.180670 -0.382810 -2.643634 0.0 0.0 0.0 0.47
O 0.780017 -0.355879 -2.652307 0.2 -0.1 0.2 -0.95
H -0.646696 2.251963 -2.138791 -0.5 0.0 0.0 0.51
H -1.506708 1.522464 -0.977595 -0.2 0.4 -0.2 0.52
O -0.628544 1.795785 -1.294931 0.5 0.0 0.2 -1.01
H -3.413265 0.797831 0.670100 0.0 0.1 0.1 0.50
H -3.602665 0.476610 -0.806103 0.1 0.1 0.1 0.49
O -3.046385 0.985349 -0.200366 -0.1 -0.3 -0.2 -0.97
```
Positions in Å, forces in eV/Å.

Results
Total charge: +1


(2)
# C3H14NO3

A cluster of 3 separate species, C3H14NO3 in total (ωB97M-V/def2-TZVPD, the Open Molecules 2025 dataset).

```
21
Properties=species:S:1:pos:R:3:forces:R:3:nbo_charge:R:1
C 0.791286 -0.915514 -0.766707 -0.5 1.3 0.1 -0.24
C 0.931461 -0.453342 0.733081 -0.2 -1.5 -1.0 0.09
C 2.382677 -0.300758 1.121748 0.2 0.5 0.1 -0.65
O 0.091082 0.618782 1.025908 -0.5 0.6 0.1 -0.72
N -0.460172 -0.292341 -1.334878 -0.6 -0.2 0.5 -0.70
H 1.621949 -0.547432 -1.349014 0.2 -0.5 -0.4 0.23
H 0.597692 -1.979165 -0.773294 0.6 -0.2 -0.4 0.23
H 0.466658 -1.314063 1.217256 0.2 0.3 0.7 0.18
H 2.564989 -0.655118 2.126381 0.0 0.1 0.3 0.25
H 2.654778 0.754807 1.055644 0.0 0.0 0.1 0.23
H 3.086682 -0.823084 0.480167 -0.2 -0.3 -0.2 0.23
H 0.307619 1.445033 0.565413 0.3 0.0 0.2 0.49
H -1.138362 -0.948524 -1.726699 0.3 -0.2 -0.6 0.47
H -0.375923 0.563228 -1.877062 0.3 -0.2 -0.3 0.44
H -0.994154 -0.021179 -0.515711 -0.2 0.6 0.7 0.45
H -3.339208 -1.247393 -0.283928 -0.2 -0.1 0.1 0.50
H -2.569999 -2.585855 -0.279853 -0.2 -0.1 0.1 0.50
O -2.679764 -1.759340 -0.758897 0.3 0.1 -0.1 -0.98
H -1.163635 4.220984 0.205222 0.0 0.0 -0.1 0.49
H -1.571836 2.978893 0.990952 0.0 0.1 -0.1 0.48
O -1.203821 3.261380 0.144272 0.1 -0.4 0.2 -0.97
```
Positions in Å, forces in eV/Å.

Results
Total charge: +1


no.,F_max (eV/Å),frontier orbital gap (hartree)
1,1.13,0.4138
2,1.86,0.4371